Here is a structure of composition C6H13N3 in a non-equilibrium geometry from the OMol25 dataset. Energies are from ωB97M-V/def2-TZVPD.

## Properties
**Energy relative to the best compared isomer or geometry (same formula, charge and spin)**: 106.6 kcal/mol
**F_max**: 4.88 eV Å⁻¹

XYZ file:
```
22
Properties=species:S:1:pos:R:3:mulliken_charge:R:1
C 1.6728 0.2117 -1.2385 -1.251
C -0.9637 2.0629 -0.9564 -1.366
C 1.1556 0.3117 0.1610 0.730
C -0.3256 1.4873 0.2709 0.533
N 1.8794 0.3029 1.2007 -0.777
N -0.5390 1.8369 1.4722 -0.620
H 1.3945 0.5980 2.0503 0.294
H -1.3254 2.4896 1.5656 0.262
H 2.1969 -0.7408 -1.3419 0.358
H 0.8916 0.2156 -1.9942 0.308
H 2.3844 1.0203 -1.4186 0.347
H -0.2504 2.7115 -1.4712 0.289
H -1.2556 1.2727 -1.6502 0.336
H -1.8614 2.6380 -0.7062 0.441
C -0.4846 -2.4544 1.2405 -1.196
C -0.4410 -1.5189 0.0790 0.471
N -0.8770 -1.6942 -1.1004 -0.580
H -1.4715 -2.5305 -1.1742 0.248
H -0.2889 -0.2049 0.3664 0.176
H -1.0379 -1.9898 2.0618 0.296
H 0.5311 -2.6334 1.6009 0.285
H -0.9845 -3.3922 0.9826 0.415
```

---

Here is a structure of composition C6H13N3 in a non-equilibrium geometry from the OMol25 dataset. Energies are from ωB97M-V/def2-TZVPD.

## Properties
**Energy relative to the best compared isomer or geometry (same formula, charge and spin)**: 203.3 kcal/mol
**F_max**: 2.58 eV Å⁻¹

XYZ file:
```
22
Properties=species:S:1:pos:R:3:mulliken_charge:R:1
C -1.2743 -0.9053 0.8524 -1.282
N -0.0646 -0.8176 0.0081 0.716
N 0.5227 -2.1011 -0.2869 -0.754
C 1.2512 0.1110 1.1262 0.214
N 2.3816 -0.4525 1.0816 -0.722
H 0.3698 -2.3306 -1.2654 0.248
H 0.2033 -2.8776 0.2868 0.203
H 2.5006 -1.0300 0.2492 0.281
H 0.8952 0.4105 2.1078 0.376
H -1.6265 0.1048 1.0457 0.327
H -2.0419 -1.4999 0.3595 0.429
H -0.9757 -1.3746 1.7883 0.424
C -0.2526 -0.0238 -1.2051 -0.343
C 0.8948 1.7076 0.1898 -0.442
C -1.4111 -0.0347 -1.9033 -0.817
C 0.2414 2.7608 0.6685 -0.629
H 0.6753 -0.0198 -1.7658 0.439
H 1.5940 1.7704 -0.6404 0.335
H -2.3799 -0.1175 -1.4365 0.245
H -1.3953 0.2186 -2.9515 0.287
H -0.8423 2.8385 0.6733 0.210
H 0.7345 3.6627 1.0179 0.257
```